The following is a DFT calculation (ωB97M-V with the def2-TZVPD basis set) of the molecule C4H7N5O2.

Last columns: bonded neighbours and bond lengths (Å).
CARTESIAN COORDINATES (ANGSTROEM)
1 C 1.79348 1.85795 0.76942  C2 1.366, C3 1.395, H12 1.044
2 C 2.61941 1.13935 -0.04827  C1 1.366, N5 1.334, H13 1.020
3 C 0.50538 1.32740 0.69476  C1 1.395, N6 1.388, O10 1.255
4 C -0.14942 -0.86519 -0.61230  N6 1.412, N9 1.420, O11 1.209
5 N 1.89166 0.17996 -0.62266  C2 1.334, N6 1.366, H14 1.042
6 N 0.61060 0.23109 -0.15041  C3 1.388, C4 1.412, N5 1.366
7 N -1.92739 -0.50508 1.08785  N9 1.389, H15 1.172, H16 1.077
8 N -2.39386 -1.75302 -0.75854  N9 1.353, H17 1.036, H18 0.982
9 N -1.49098 -0.94682 -0.15434  C4 1.420, N7 1.389, N8 1.353
10 O -0.53867 1.77317 1.22872  C3 1.255
11 O 0.24711 -1.55742 -1.52069  C4 1.209
12 H 1.95487 2.75103 1.28540  C1 1.044
13 H 3.60312 1.21329 -0.30603  C2 1.020
14 H 2.14228 -0.27453 -1.52649  N5 1.042
15 H -1.25844 0.41059 1.38472  N7 1.172
16 H -2.95234 -0.17870 1.03412  N7 1.077
17 H -2.01594 -2.27132 -1.57211  N8 1.036
18 H -2.64086 -2.53173 -0.21315  N8 0.982

Calculated values
- 2S+1 = 3
- max |F| (eV/A) = 3.971
- energy relative to the best compared isomer or geometry (same formula, charge and spin) (kcal/mol) = 0.0
- charge = 0